The following is a DFT calculation (ωB97M-V with the def2-TZVPD basis set) of a 5-piece molecular cluster, C20H35N5 overall.

```
60
Properties=species:S:1:pos:R:3:forces:R:3
N -4.503547 -0.951502 -3.254739 2.1587 -2.1806 -0.7757
N 6.182773 2.076788 -3.722389 0.2583 -1.7004 0.5124
N 1.863183 8.316518 0.007331 1.8669 2.7337 1.0179
N 2.917113 -4.145782 4.309111 -0.8291 1.5241 -0.9191
N -4.833687 -4.121832 3.925771 -0.7001 1.7262 2.9448
C -0.142707 6.436318 -2.167319 -0.6857 0.7092 -0.0678
C -1.267407 -1.036552 -5.045039 1.3462 -0.8182 -1.0216
C 7.946253 -1.005902 -3.246419 0.9403 1.3160 -0.6833
C -5.549907 -2.912402 6.188451 0.7839 -0.8786 0.0987
C 0.910983 -1.250652 4.047991 1.0660 -2.5059 1.5593
C -5.107807 -3.558622 4.923721 0.1810 -1.3677 -2.3214
C -1.253547 -2.159362 -3.989079 -0.7072 1.7601 0.1736
C -0.546777 7.906058 -2.609189 1.6955 -1.3448 1.0251
C 1.210823 7.462708 -0.318439 -1.4192 -2.5189 -1.1277
C 0.110093 -0.304522 3.307181 -0.3863 1.4542 -1.7073
C -2.655647 -2.704622 -3.843159 -0.6528 -1.1047 0.9393
C 0.444143 6.292288 -0.738959 -0.2687 0.9190 -0.3877
C -8.132217 -3.247692 5.709121 0.7881 -0.1313 1.4976
C -6.910167 -3.346622 6.723911 -1.3596 0.3672 -1.5033
C 1.741963 -2.165732 3.097111 0.0700 0.5299 0.3316
C 6.388073 1.005168 -3.320409 0.1046 1.9644 -0.4986
C 8.210813 -0.856782 -4.775479 -0.7438 -0.4411 0.7309
C 6.661553 -0.301072 -2.737479 -0.2234 -1.2627 -0.7630
C -3.685177 -1.746442 -3.538219 -2.5531 3.3898 0.6945
C 2.409943 -3.246962 3.769781 1.4166 -2.0347 1.7716
H 1.142813 5.457198 -0.688199 -0.4097 -0.2475 0.2070
H -1.753427 -0.088812 -4.813349 -0.3382 -0.4330 0.5143
H -4.901187 -3.288602 6.979481 0.6368 0.1996 -0.1771
H 8.223483 0.208798 -5.004579 0.2939 -0.1641 -0.3368
H 1.540933 -0.838382 4.836221 0.4427 0.3782 -0.3790
H 7.445313 -1.343522 -5.379789 -0.3890 0.1718 0.0840
H -0.235097 -0.772762 -5.274919 0.1250 0.0957 -0.0384
H -9.009137 -3.491732 6.308751 -0.2125 0.1693 -0.1350
H -7.084887 -2.679372 7.567911 -0.2720 -0.0699 0.0530
H -6.846647 -4.358462 7.124231 0.0321 -0.0163 -0.1316
H 0.597523 6.073248 -2.880299 -0.0650 0.0064 -0.0514
H 0.286233 -1.901962 4.659221 -0.3423 -0.2643 -0.2057
H -0.364537 6.247168 -0.009509 0.0115 -0.5797 0.0172
H 5.841113 -0.937332 -3.069389 -0.3826 -0.0042 0.3782
H -3.042967 -3.289682 -4.677299 0.4407 -0.0548 -0.2778
H -1.009757 5.778798 -2.230439 0.0528 -0.1072 -0.0042
H -0.547967 -2.982102 -4.104679 0.0092 0.2451 -0.5403
H -1.667227 -1.420952 -5.983369 -0.2069 0.1193 -0.0995
H 8.745963 -0.439962 -2.768649 0.3647 -0.3033 0.1211
H -8.232577 -2.230542 5.330401 -0.0051 -0.0787 -0.0859
H -0.563097 0.312278 3.902561 -0.1874 -0.3324 -0.0952
H -0.971147 -1.621562 -3.084029 -0.0418 -0.4386 0.4436
H -8.121267 -3.967672 4.890821 0.4361 0.1094 0.0099
H 6.646423 -0.194862 -1.652759 -0.0142 -0.1741 -0.0459
H 8.058093 -2.050192 -2.954799 -0.5154 0.1289 0.2770
H 1.174213 -2.719242 2.349201 -0.5341 0.6524 -0.2589
H -5.384017 -1.835742 6.151161 -0.2985 -0.0258 -0.2524
H 2.511823 -1.570652 2.605881 -0.0779 0.0413 -0.2699
H 0.443553 8.355158 -2.684379 -0.1253 0.4806 -0.7524
H -0.366067 -0.873512 2.508661 -0.7945 0.2741 0.1342
H -1.087797 7.871478 -3.554819 0.0448 0.3101 0.2455
H 0.749523 0.383208 2.753781 0.1475 0.2813 0.0389
H 9.110533 -1.394352 -5.074839 0.3043 0.4638 0.2266
H -0.984877 8.513548 -1.817279 -0.6967 -0.3608 -0.1236
H -2.752967 -3.341702 -2.964099 0.4199 -0.5769 -0.0105
```
Positions in Å, forces in eV/Å.

Output
structure (SMILES): CCCC#N.CCCC#N.CCCC#N.CCCC#N.CCCC#N
orbital gap: 11.54 eV
energy above the lowest of the compared OMol25 structures with the same formula, charge and spin: 47.6 kcal/mol